{"formula": "C21H28N5O9P2RhS", "method": "ωB97M-V with the def2-TZVPD basis set", "symbols": ["Rh", "C", "C", "O", "P", "O", "O", "O", "P", "O", "O", "O", "H", "H", "H", "H", "H", "H", "H", "N", "C", "C", "C", "C", "C", "C", "S", "O", "O", "N", "C", "N", "C", "C", "C", "N", "H", "H", "H", "H", "H", "H", "H", "H", "H", "C", "N", "C", "C", "C", "C", "C", "C", "C", "C", "H", "H", "H", "H", "H", "H", "H", "H", "H", "H", "H", "H"], "coordinates": [[-0.074296, -0.618796, -0.375804], [3.191152, -0.363445, 3.741678], [2.454367, -1.153238, 2.668371], [3.008577, -2.465679, 2.556692], [2.686736, -0.408967, 1.035251], [4.244584, -0.351619, 0.773753], [2.350793, 1.125080, 1.169873], [1.960526, -1.129884, -0.070426], [0.613904, -1.262676, 2.926371], [0.322430, -0.620131, 4.373231], [0.318345, -2.717993, 2.931310], [0.020055, -0.298189, 1.913018], [4.251467, -0.285620, 3.500027], [3.084231, -0.887463, 4.690334], [2.777765, 0.638016, 3.853536], [2.241723, -3.069897, 2.574051], [4.642752, -1.233159, 0.801080], [1.402057, 1.184558, 1.411077], [0.126376, -1.325288, 5.001987], [-4.649624, 3.604497, 4.510227], [-4.347808, 2.750148, 3.461889], [-5.179449, 2.682087, 2.341968], [-4.900681, 1.798475, 1.315846], [-3.797192, 0.966915, 1.411088], [-2.960141, 1.016806, 2.520311], [-3.231377, 1.909121, 3.536494], [-3.447529, -0.180539, 0.133759], [-4.397940, -0.005057, -0.924456], [-3.306037, -1.479133, 0.738855], [-1.933284, 0.229712, -0.360436], [-1.525344, 1.512085, -0.414773], [-0.176737, 1.530754, -0.314710], [0.454334, 2.691797, -0.470900], [-0.262715, 3.858887, -0.642134], [-1.649595, 3.740862, -0.666850], [-2.294317, 2.588296, -0.574962], [-5.249494, 4.382687, 4.294773], [-3.890531, 3.841478, 5.126260], [-6.046366, 3.329000, 2.280034], [-5.523876, 1.752991, 0.433663], [-2.090302, 0.371659, 2.573900], [-2.581648, 1.953635, 4.402501], [1.535592, 2.667765, -0.452084], [0.232179, 4.810906, -0.753850], [-2.273958, 4.619537, -0.792737], [-1.733235, -2.762305, -1.663597], [-0.476400, -2.608934, -0.890655], [-0.511500, -3.522416, 0.264807], [0.651483, -2.961613, -1.796931], [0.765368, -1.831786, -2.778877], [1.227595, -1.968037, -4.077860], [1.235290, -0.868685, -4.927759], [0.746600, 0.348368, -4.481553], [0.279465, 0.489168, -3.176268], [0.317152, -0.595436, -2.313826], [-1.745679, -3.765079, -2.101890], [-1.778267, -2.020118, -2.455374], [-2.575548, -2.649678, -0.996669], [-0.665075, -4.547575, -0.088164], [-1.327425, -3.231845, 0.921755], [0.421444, -3.452838, 0.815058], [0.451132, -3.924892, -2.275285], [1.553442, -3.049794, -1.192157], [1.568337, -2.934608, -4.432273], [1.601017, -0.969403, -5.941197], [0.719308, 1.199947, -5.150244], [-0.128078, 1.442303, -2.866710]], "forces_ev_per_a": [[-0.144, 0.514, 0.102], [-0.009, -0.031, 0.029], [0.030, -0.016, -0.013], [-0.041, 0.015, -0.015], [-0.088, -0.217, -0.101], [0.015, -0.037, -0.041], [0.004, 0.046, 0.014], [0.213, 0.237, 0.212], [-0.081, -0.083, -0.008], [-0.023, 0.060, -0.064], [0.042, 0.117, 0.126], [0.027, -0.241, 0.205], [0.002, -0.007, 0.009], [0.007, 0.006, 0.008], [0.010, -0.005, -0.005], [0.036, 0.012, 0.073], [0.006, 0.013, -0.025], [0.006, -0.013, 0.010], [0.005, -0.002, 0.016], [-0.011, 0.004, 0.018], [0.016, 0.006, 0.021], [-0.004, -0.014, -0.022], [0.028, 0.028, 0.013], [-0.042, 0.042, 0.036], [0.004, -0.026, -0.006], [-0.019, 0.007, -0.008], [-0.003, -0.101, 0.173], [0.013, 0.007, -0.023], [0.076, -0.102, -0.129], [-0.204, -0.088, -0.358], [-0.092, 0.051, -0.029], [0.450, -0.042, -0.185], [-0.062, -0.063, -0.038], [0.018, -0.031, 0.019], [-0.031, 0.035, -0.022], [0.014, -0.038, 0.058], [0.002, 0.002, -0.003], [0.003, 0.001, -0.005], [-0.002, 0.001, -0.002], [-0.005, -0.002, -0.005], [-0.040, 0.028, -0.006], [0.001, -0.001, 0.009], [0.001, 0.014, 0.006], [-0.012, 0.008, -0.005], [0.013, 0.008, 0.012], [0.001, -0.009, 0.038], [0.229, -0.142, 0.124], [-0.029, -0.048, -0.129], [0.085, 0.136, -0.023], [0.074, -0.057, -0.116], [-0.028, -0.031, 0.019], [0.011, -0.006, -0.013], [-0.020, 0.037, 0.024], [-0.003, -0.076, -0.102], [-0.217, 0.106, 0.145], [-0.027, 0.011, 0.014], [-0.036, -0.021, 0.018], [-0.111, 0.054, 0.076], [-0.005, -0.013, 0.003], [0.021, -0.003, -0.001], [-0.064, -0.036, -0.085], [-0.015, 0.004, -0.021], [-0.046, -0.018, -0.015], [0.005, 0.005, -0.010], [-0.008, -0.004, -0.005], [0.003, -0.011, -0.011], [0.051, 0.022, 0.024]], "nbo_charge": [0.973, -0.622, -0.512, -0.745, 2.410, -0.969, -0.999, -1.080, 2.382, -0.997, -1.147, -1.200, 0.220, 0.231, 0.230, 0.515, 0.525, 0.547, 0.513, -0.793, 0.179, -0.283, -0.122, -0.408, -0.177, -0.226, 2.347, -0.932, -0.959, -0.854, 0.587, -0.514, 0.104, -0.362, 0.123, -0.474, 0.381, 0.381, 0.210, 0.244, 0.261, 0.205, 0.229, 0.234, 0.201, -0.437, -0.350, -0.423, -0.269, -0.006, -0.233, -0.223, -0.206, -0.262, -0.056, 0.187, 0.229, 0.250, 0.186, 0.248, 0.228, 0.199, 0.238, 0.209, 0.213, 0.212, 0.207], "fmax_ev_per_a": 0.5, "homo_energy_ev": -8.21, "homo_lumo_gap_ha": 0.3096, "total_energy_ev": -80537.399}

---

{"formula": "C8H9O8PSm", "method": "ωB97M-V with the def2-TZVPD basis set", "symbols": ["O", "C", "Sm", "O", "C", "C", "O", "C", "O", "C", "O", "C", "O", "P", "O", "C", "O", "C", "H", "H", "H", "H", "H", "H", "H", "H", "H"], "coordinates": [[0.164442, 3.332014, -2.015079], [0.126237, 2.187259, -2.082323], [0.267119, -0.356811, -1.285045], [0.161027, -0.336970, -5.447633], [0.163688, -0.339875, -4.299304], [0.166422, -2.843524, -2.050710], [0.154911, -3.993913, -2.031614], [-2.335903, -0.325008, -2.070881], [-3.485697, -0.337101, -2.033241], [2.678488, -0.366516, -2.160322], [3.812122, -0.333750, -2.043619], [-2.409209, -0.582099, 1.203936], [-1.424402, -1.595489, 0.867790], [0.314155, -1.431894, 1.146444], [0.521428, -0.964008, 2.689351], [0.152685, 0.279212, 3.344664], [1.817956, 0.162228, 0.550431], [1.736864, 1.531424, 0.804908], [-3.336327, -0.962628, 0.755824], [-2.133366, 0.416134, 0.762753], [-2.450757, -0.466544, 2.308337], [-0.453725, 0.990429, 2.723764], [-0.442902, -0.074369, 4.192204], [1.100879, 0.758248, 3.643770], [0.669863, 1.900250, 0.848558], [2.247912, 1.754394, 1.754101], [2.216101, 1.998907, -0.077070]], "forces_ev_per_a": [[-0.209, -4.360, -0.529], [0.196, 4.809, 0.465], [0.724, 0.969, -1.124], [-0.002, -0.008, 4.366], [0.015, -0.009, -4.048], [-0.018, -5.418, 0.255], [0.024, 4.802, -0.316], [-4.951, -0.035, 0.394], [4.639, 0.048, -0.415], [4.296, 0.097, 0.558], [-3.573, -0.122, -0.698], [-0.501, 0.640, 0.696], [4.643, 1.538, -0.903], [-1.240, 0.163, 6.298], [-0.494, -1.995, -4.503], [-0.416, 1.131, 0.734], [-3.379, -3.043, -1.780], [-0.369, 1.426, -0.296], [0.130, 0.351, 0.483], [-0.260, -0.781, 0.272], [-0.290, -0.166, -0.782], [0.567, -0.895, 0.349], [0.262, 0.494, 0.016], [-0.594, -0.292, 0.048], [0.868, -0.100, 0.150], [-0.172, 0.279, -0.476], [0.103, 0.477, 0.781]], "lowdin_spin": [0.000, -0.007, 5.066, 0.000, -0.003, -0.007, 0.001, -0.006, 0.000, -0.008, 0.001, 0.000, -0.005, -0.011, -0.004, -0.001, -0.016, 0.000, 0.000, 0.000, 0.000, 0.000, 0.000, 0.000, 0.000, -0.001, 0.001], "fmax_ev_per_a": 6.4, "total_charge": 3, "multiplicity": 6, "homo_energy_ev": [-21.48, -21.48], "e_above_lowest_kj_mol": 226.5, "homo_lumo_gap_ha": [0.2565, 0.2795], "total_energy_ev": -51980.210, "s_squared": 8.76}

---

{"formula": "CH6N2", "method": "ωB97M-V with the def2-TZVPD basis set", "symbols": ["C", "N", "N", "H", "H", "H", "H", "H", "H"], "coordinates": [[0.968585, -0.221332, -0.296065], [-1.248228, -0.231738, -0.092040], [-0.259815, 0.632556, -0.287604], [1.021580, -0.957535, 0.401974], [0.977126, -0.641427, -1.283246], [1.801920, 0.534247, -0.519774], [-2.210633, 0.224809, 0.095976], [-0.988798, -1.084421, 0.564971], [-0.061740, 1.744845, 1.415807]], "forces_ev_per_a": [[0.426, 5.341, -4.009], [-2.186, -1.283, 1.941], [1.020, -0.580, 1.201], [0.550, -1.736, 2.466], [-0.401, -0.989, -0.607], [-0.608, -1.278, 1.617], [2.323, -1.153, -0.297], [-1.163, 2.175, -1.543], [0.037, -0.497, -0.769]], "nbo_charge": [-0.480, -0.598, -0.195, 0.181, 0.204, 0.224, 0.382, 0.334, -0.052], "fmax_ev_per_a": 6.7, "homo_energy_ev": [-7.84, -8.93], "e_above_lowest_kj_mol": 503.4, "homo_lumo_gap_ha": [0.2964, 0.3532], "total_energy_ev": -4109.117}